A gas-phase ion, C6H14NOS2Si (charge +1). Source: OMol25; level of theory: ωB97M-V/def2-TZVPD.

Cartesian coordinates (Å):
C  1.2893  -0.7803  1.1585
Si  -0.5981  -0.4157  1.2552
C  -1.4983  -1.7892  0.2502
C  -1.1314  -0.6955  3.1258
O  -1.0670  1.2298  0.8696
C  -1.1095  1.4896  -0.5752
C  0.1960  2.2865  -1.1785
S  1.5370  1.0949  -1.7963
N  1.2407  0.6283  -3.4672
C  2.0646  -0.4507  -3.8015
S  2.9563  -1.9183  -3.7686
H  1.6429  -1.1612  2.2300
H  1.4749  -1.7067  0.4308
H  1.9506  0.1504  0.9030
H  -1.4344  -1.6008  -0.9050
H  -0.9024  -2.8020  0.4629
H  -2.5951  -1.8685  0.6596
H  -0.2060  -0.6963  3.8451
H  -1.9225  0.1560  3.3661
H  -1.7441  -1.7172  3.1924
H  -2.0416  2.2142  -0.7542
H  -1.3011  0.5530  -1.2487
H  -0.1946  2.8697  -2.1431
H  0.6271  3.1131  -0.4327
H  2.7667  1.8169  -1.6782

Its total charge is +1. The HOMO energy comes out at -0.4801 Eh. The calculation puts the HOMO-LUMO gap at 6.9 eV.

Mulliken atomic charge list, values in e, 8 entries: atom 1 (C): -0.897, atom 2 (Si): 0.868, atom 3 (C): -1.015, atom 4 (C): -1.047, atom 5 (O): -0.423, atom 6 (C): -0.348, atom 7 (C): -0.505, atom 8 (S): 0.250

2 unconnected molecules or ions with the total composition C6H14NPS2. Source: OMol25; level of theory: ωB97M-V/def2-TZVPD.

Cartesian coordinates (Å):
C  -1.8341  -1.3532  -1.1849
C  -0.5045  -0.6093  -1.7042
C  -2.4046  -0.4926  -0.1342
C  0.3743  -0.3429  -0.4441
C  -1.5036  -0.3558  1.0366
C  -0.3528  0.4629  0.6384
N  0.0366  0.3624  3.3274
P  0.8010  0.7195  2.0221
S  2.2831  1.8829  1.6934
S  5.4856  1.1634  -1.7540
H  -2.4596  -1.3889  -2.0578
H  -1.4271  -2.2827  -0.9322
H  0.1369  -1.0394  -2.4916
H  -0.9381  0.4127  -1.9984
H  -2.5720  0.4925  -0.4840
H  -3.3869  -0.9228  0.1124
H  0.5462  -1.3390  -0.0916
H  1.3435  0.2259  -0.7865
H  -1.9861  0.0467  1.9119
H  -1.1023  -1.3118  1.2778
H  -0.8261  1.4405  0.3636
H  0.5689  0.6326  4.2100
H  4.1020  1.2749  -1.5638
H  5.6193  2.3215  -0.9664

Its total charge is 0. As for the energy above the lowest of the compared OMol25 structures with the same formula, charge and spin: 28.0 kcal per mole. The HOMO energy comes out at -0.3476 Eh. The calculation puts the HOMO-LUMO gap at 9.0 eV.

Mulliken atomic charge list, values in e, 8 entries: atom 1 (C): -0.831, atom 2 (C): -0.706, atom 3 (C): -0.739, atom 4 (C): -0.609, atom 5 (C): -0.913, atom 6 (C): 0.058, atom 7 (N): -0.632, atom 8 (P): 0.447

A molecular structure, C6H14NS. Source: OMol25; level of theory: ωB97M-V/def2-TZVPD.

Cartesian coordinates (Å):
C  -2.1865  -0.9348  -1.3406
C  -3.5304  -0.5322  -0.6763
S  -4.3313  0.9325  -1.3886
C  -1.0062  0.0355  -1.0301
N  0.4033  -0.7429  -0.1203
C  1.4823  0.2573  0.0648
C  2.0407  0.0661  1.4380
C  3.2786  0.9291  1.7502
H  -1.8799  -1.9598  -1.0143
H  -2.3272  -0.9832  -2.4156
H  -4.1890  -1.4303  -0.7968
H  -3.2728  -0.3927  0.4057
H  -1.3376  0.6945  -0.1744
H  -0.7886  0.6661  -1.8192
H  -0.0781  -0.7465  -1.1952
H  2.3164  0.1270  -0.6219
H  1.1170  1.2895  -0.0327
H  1.2283  0.2317  2.0896
H  2.2507  -0.9985  1.4990
H  3.5988  0.8390  2.7555
H  4.1227  0.6415  1.1069
H  3.0889  2.0111  1.5163

Its total charge is -1. As for the energy above the lowest of the compared OMol25 structures with the same formula, charge and spin: 92.0 kcal per mole. The HOMO energy comes out at -0.0934 Eh. The calculation puts the HOMO-LUMO gap at 5.8 eV.

Mulliken atomic charge list, values in e, 8 entries: atom 1 (C): -0.648, atom 2 (C): -0.857, atom 3 (S): -0.652, atom 4 (C): -0.710, atom 5 (N): -0.531, atom 6 (C): -0.445, atom 7 (C): -0.442, atom 8 (C): -1.143

2 unconnected molecules or ions with the total composition C6H14O. Source: OMol25; level of theory: ωB97M-V/def2-TZVPD.

Cartesian coordinates (Å):
C  -1.3702  -1.3614  -1.6948
C  -0.2678  -0.9737  -0.8122
C  0.4666  -2.2576  -0.3188
C  0.0284  0.3081  -0.4844
C  1.1727  0.7513  0.3933
C  -0.6654  1.5716  -1.0358
H  -2.1637  -1.8173  -1.0791
H  -1.0091  -2.1133  -2.4165
H  -1.8021  -0.5151  -2.2549
H  -0.2436  -3.1012  -0.2947
H  0.8704  -2.1086  0.6967
H  1.2991  -2.5178  -0.9939
H  2.0381  0.0819  0.2530
H  0.8984  0.7524  1.4616
H  1.4687  1.7740  0.1050
H  -1.7230  1.3473  -1.2542
H  -0.1841  1.9325  -1.9603
H  -0.6247  2.3751  -0.2812
O  0.5135  2.2827  3.7738
H  -0.0591  1.5036  3.9566
H  1.3569  2.0857  4.2409

Its total charge is 0. Its SMILES is CC(C)=C(C)C.O. As for the energy above the lowest of the compared OMol25 structures with the same formula, charge and spin: 23.9 kcal per mole. The HOMO energy comes out at -0.3074 Eh. The calculation puts the HOMO-LUMO gap at 9.2 eV.

Mulliken atomic charge list, values in e, 8 entries: atom 1 (C): -1.479, atom 2 (C): 0.774, atom 3 (C): -1.377, atom 4 (C): 0.809, atom 5 (C): -1.399, atom 6 (C): -1.504, atom 7 (H): 0.307, atom 8 (H): 0.346